No. 1
Molecular formula: C12H22AuClN4S
Method: DFT, ωB97M-V/def2-TZVPD

- spin multiplicity = 1
- lowest unoccupied orbital energy (eV) = -8.0
- Kohn-Sham gap (eV) = 7.16
- net charge = +2
- electronic energy (Eh) = -1682.96683

The geometry in XYZ format:
```
41
C12H22AuClN4S | OMol25 | ωB97M-V/def2-TZVPD
Au 0.47 -0.04 -0.08
C -1.08 -1.04 2.46
C -1.32 -2.03 1.33
N -1.45 -1.38 0.01
C -2.66 -0.61 -0.28
C -2.67 0.77 0.37
N -1.41 1.48 0.16
C -0.93 2.29 1.29
C -0.50 1.41 2.48
N -0.09 0.03 2.10
H -0.71 -1.61 3.32
H -2.01 -0.57 2.77
H -2.21 -2.61 1.57
H -0.48 -2.72 1.26
H -1.33 -2.09 -0.71
H -3.55 -1.16 0.03
H -2.71 -0.50 -1.37
H -2.85 0.69 1.44
H -3.51 1.33 -0.06
H -1.43 2.02 -0.69
H -1.69 2.99 1.63
H -0.08 2.87 0.93
H -1.29 1.36 3.22
H 0.35 1.90 2.96
H 0.78 -0.18 2.56
Cl 0.73 -1.81 -2.53
C 0.82 -0.12 -2.06
H 0.03 0.44 -2.56
H 1.81 0.27 -2.27
S 2.65 -0.24 1.12
C 4.24 -0.06 0.41
N 4.93 -1.18 0.12
C 6.17 -1.18 -0.41
C 6.80 0.01 -0.67
C 6.14 1.19 -0.36
C 4.86 1.16 0.17
H 4.48 -2.07 0.32
H 6.62 -2.15 -0.59
H 7.79 0.01 -1.10
H 6.63 2.14 -0.53
H 4.33 2.07 0.43
```

Atomic partial charges in e from the Löwdin method, atoms 1 to 8: number 1, Au, carries 0.91; number 2, C, carries -0.15; number 3, C, carries -0.17; number 4, N, carries -0.14; number 5, C, carries -0.16; number 6, C, carries -0.16; number 7, N, carries -0.11; number 8, C, carries -0.18



No. 2
Molecular formula: C12H22BIrN2O7P2
Method: DFT, ωB97M-V/def2-TZVPD

- spin multiplicity = 6
- lowest unoccupied orbital energy (alpha / beta) (eV) = -2.4 / -7.1
- Kohn-Sham gap (alpha / beta) (eV) = 9.80 / 5.97
- <S²> = 8.779
- net charge = +1
- electronic energy (Eh) = -1918.32500

The geometry in XYZ format:
```
47
C12H22BIrN2O7P2 | OMol25 | ωB97M-V/def2-TZVPD
Ir 0.78 -0.34 -0.30
C -0.82 0.56 2.42
N 0.49 -0.06 2.14
C 1.58 0.73 2.72
C 0.51 -1.48 2.54
C -0.35 -2.28 1.61
C -1.08 -3.38 2.03
C -1.85 -4.10 1.12
C -1.90 -3.73 -0.22
C -1.18 -2.63 -0.66
C -0.39 -1.91 0.25
H -1.02 0.49 3.49
H -1.61 0.07 1.86
H -0.78 1.61 2.13
H 1.42 0.83 3.80
H 1.59 1.72 2.27
H 2.54 0.24 2.55
H 0.17 -1.57 3.58
H 1.55 -1.82 2.49
H -1.06 -3.67 3.08
H -2.42 -4.95 1.47
H -2.50 -4.29 -0.91
H -1.22 -2.35 -1.70
C -1.88 3.18 -3.25
C -0.83 2.31 -2.57
O 0.45 2.78 -2.93
P -0.95 0.57 -3.10
O -0.82 0.48 -4.66
O -2.40 0.05 -2.83
O 0.14 -0.23 -2.40
P -1.08 2.21 -0.75
O -1.14 3.68 -0.16
O -2.27 1.37 -0.49
O 0.29 1.68 -0.24
H -1.75 3.14 -4.33
H -1.75 4.21 -2.92
H -2.89 2.84 -3.01
H 1.10 2.52 -2.27
H 0.05 0.21 -4.99
H -2.70 0.38 -1.94
H -2.03 4.03 -0.05
B 5.15 -0.55 1.09
C 3.83 -0.44 0.35
N 2.77 -0.38 -0.16
H 4.88 -0.09 2.19
H 5.39 -1.74 1.15
H 5.97 0.11 0.51
```

Atomic partial charges in e from the Löwdin method, atoms 1 to 8: number 1, Ir, carries 1.79; number 2, C, carries -0.05; number 3, N, carries -0.32; number 4, C, carries -0.05; number 5, C, carries -0.14; number 6, C, carries -0.24; number 7, C, carries -0.01; number 8, C, carries -0.02



No. 3
Molecular formula: C12H22BN4RuS2Se2
Method: DFT, ωB97M-V/def2-TZVPD

- spin multiplicity = 1
- lowest unoccupied orbital energy (alpha / beta) (eV) = -13.0 / -12.7
- Kohn-Sham gap (alpha / beta) (eV) = 4.43 / 4.93
- net charge = +3
- electronic energy (Eh) = -6407.49956

The geometry in XYZ format:
```
44
C12H22BN4RuS2Se2 | OMol25 | ωB97M-V/def2-TZVPD
Ru 0.10 0.07 -0.85
C 2.70 4.45 0.67
N 1.53 3.71 1.18
C 0.94 3.93 2.37
C -0.14 3.07 2.47
N -0.18 2.31 1.35
B -1.42 1.47 0.88
N -1.78 0.19 1.72
C -2.41 0.21 2.93
C -2.95 -1.03 3.14
N -2.67 -1.79 2.05
C -3.17 -3.16 1.85
C -1.97 -1.04 1.17
S -1.32 -1.64 -0.30
C 0.86 2.70 0.55
S 1.29 2.07 -0.97
H 3.57 4.19 1.28
H 2.49 5.51 0.75
H 2.87 4.18 -0.36
H 1.29 4.68 3.06
H -0.87 3.00 3.25
H -2.37 2.17 0.77
H -1.23 1.10 -0.29
H -2.46 1.07 3.56
H -3.52 -1.41 3.98
H -2.87 -3.77 2.70
H -2.75 -3.57 0.94
H -4.25 -3.13 1.77
C 2.08 -3.03 -0.55
Se 2.28 -1.11 -0.71
C 2.87 -1.00 -2.57
C 1.78 -1.47 -3.51
Se 0.20 -0.34 -3.31
C -1.13 -1.60 -3.94
H 3.08 -3.45 -0.69
H 1.39 -3.43 -1.29
H 1.74 -3.24 0.45
H 3.77 -1.61 -2.68
H 3.15 0.04 -2.73
H 1.48 -2.50 -3.33
H 2.10 -1.38 -4.55
H -0.90 -1.74 -4.99
H -2.10 -1.14 -3.82
H -1.06 -2.55 -3.40
```

Atomic partial charges in e from the Löwdin method, atoms 1 to 8: number 1, Ru, carries 0.28; number 2, C, carries 0.05; number 3, N, carries -0.08; number 4, C, carries 0.05; number 5, C, carries 0.03; number 6, N, carries 0.02; number 7, B, carries -0.38; number 8, N, carries 0.02



What did the third record say?
Molecular formula: C12H22BN4RuS2Se2
Method: DFT, ωB97M-V/def2-TZVPD

- spin multiplicity = 1
- lowest unoccupied orbital energy (alpha / beta) (eV) = -13.0 / -12.7
- Kohn-Sham gap (alpha / beta) (eV) = 4.43 / 4.93
- net charge = +3
- electronic energy (Eh) = -6407.49956

The geometry in XYZ format:
```
44
C12H22BN4RuS2Se2 | OMol25 | ωB97M-V/def2-TZVPD
Ru 0.10 0.07 -0.85
C 2.70 4.45 0.67
N 1.53 3.71 1.18
C 0.94 3.93 2.37
C -0.14 3.07 2.47
N -0.18 2.31 1.35
B -1.42 1.47 0.88
N -1.78 0.19 1.72
C -2.41 0.21 2.93
C -2.95 -1.03 3.14
N -2.67 -1.79 2.05
C -3.17 -3.16 1.85
C -1.97 -1.04 1.17
S -1.32 -1.64 -0.30
C 0.86 2.70 0.55
S 1.29 2.07 -0.97
H 3.57 4.19 1.28
H 2.49 5.51 0.75
H 2.87 4.18 -0.36
H 1.29 4.68 3.06
H -0.87 3.00 3.25
H -2.37 2.17 0.77
H -1.23 1.10 -0.29
H -2.46 1.07 3.56
H -3.52 -1.41 3.98
H -2.87 -3.77 2.70
H -2.75 -3.57 0.94
H -4.25 -3.13 1.77
C 2.08 -3.03 -0.55
Se 2.28 -1.11 -0.71
C 2.87 -1.00 -2.57
C 1.78 -1.47 -3.51
Se 0.20 -0.34 -3.31
C -1.13 -1.60 -3.94
H 3.08 -3.45 -0.69
H 1.39 -3.43 -1.29
H 1.74 -3.24 0.45
H 3.77 -1.61 -2.68
H 3.15 0.04 -2.73
H 1.48 -2.50 -3.33
H 2.10 -1.38 -4.55
H -0.90 -1.74 -4.99
H -2.10 -1.14 -3.82
H -1.06 -2.55 -3.40
```

Atomic partial charges in e from the Löwdin method, atoms 1 to 8: number 1, Ru, carries 0.28; number 2, C, carries 0.05; number 3, N, carries -0.08; number 4, C, carries 0.05; number 5, C, carries 0.03; number 6, N, carries 0.02; number 7, B, carries -0.38; number 8, N, carries 0.02



Among the records above, which one has the highest electronic energy? C12H22AuClN4S



Which of these has the highest spin multiplicity? C12H22BIrN2O7P2